Computed, not measured: C48H41CrN4P3 as an isolated structure at a distorted geometry, with ωB97M-V/def2-TZVPD.

Positions of all 97 atoms, in Å:
Cr1 -0.28 0.69 0.02
N1 -2.04 -0.62 -0.46
C1 -1.68 -1.85 -1.16
C2 -2.46 -2.99 -1.06
C3 -2.19 -4.09 -1.86
C4 -1.19 -4.02 -2.82
C5 -0.38 -2.89 -2.90
C6 -0.57 -1.83 -2.02
P1 0.46 -0.33 -2.01
C7 2.24 -0.67 -2.05
C8 2.81 -1.84 -2.56
C9 4.18 -1.94 -2.68
C10 5.00 -0.88 -2.29
C11 4.44 0.26 -1.74
C12 3.07 0.36 -1.61
C13 0.06 0.33 -3.66
C14 -1.27 0.23 -4.07
C15 -1.63 0.55 -5.37
C16 -0.66 0.98 -6.26
C17 0.65 1.14 -5.84
C18 1.02 0.82 -4.54
H1 -2.75 -0.15 -1.04
H2 -2.54 -0.89 0.39
H3 -3.30 -3.02 -0.39
H4 -2.79 -4.98 -1.76
H5 -1.04 -4.83 -3.51
H6 0.37 -2.81 -3.67
H7 2.19 -2.67 -2.86
H8 4.62 -2.84 -3.08
H9 6.07 -0.95 -2.42
H10 5.08 1.07 -1.41
H11 2.62 1.26 -1.19
H12 -2.02 -0.14 -3.38
H13 -2.66 0.44 -5.68
H14 -0.93 1.20 -7.28
H15 1.39 1.51 -6.53
H16 2.05 0.93 -4.22
N2 1.74 -0.27 1.90
P2 0.23 -1.08 1.65
C19 -0.29 -1.39 3.37
C20 0.58 -2.17 4.14
C21 0.29 -2.40 5.47
C22 -0.85 -1.85 6.04
C23 -1.71 -1.09 5.27
C24 -1.44 -0.86 3.93
C25 0.71 -2.74 1.10
C26 1.90 -2.94 0.41
C27 2.27 -4.22 0.06
C28 1.47 -5.30 0.39
C29 0.26 -5.10 1.05
C30 -0.13 -3.82 1.40
P3 1.42 1.38 1.56
C31 0.27 1.93 2.88
C32 -1.07 2.13 2.52
C33 -1.99 2.57 3.45
C34 -1.58 2.80 4.75
C35 -0.26 2.58 5.12
C36 0.67 2.15 4.19
C37 2.97 2.19 1.98
C38 4.16 1.47 1.92
C39 5.31 2.03 2.43
C40 5.28 3.31 2.97
C41 4.11 4.05 2.96
C42 2.95 3.50 2.46
H17 2.24 -0.50 2.76
H18 1.47 -2.59 3.69
H19 0.95 -3.01 6.06
H20 -1.06 -2.03 7.08
H21 -2.61 -0.68 5.72
H22 -2.12 -0.26 3.34
H23 2.53 -2.09 0.18
H24 3.21 -4.38 -0.46
H25 1.78 -6.30 0.14
H26 -0.36 -5.94 1.30
H27 -1.05 -3.65 1.93
H28 -1.38 1.95 1.47
H29 -3.01 2.74 3.16
H30 -2.29 3.15 5.48
H31 0.05 2.78 6.14
H32 1.70 1.99 4.48
H33 4.15 0.47 1.50
H34 6.23 1.47 2.42
H35 6.17 3.72 3.41
H36 4.09 5.05 3.37
H37 2.02 4.06 2.47
N3 2.77 6.18 -1.30
C43 1.86 5.51 -1.46
C44 0.74 4.64 -1.63
C45 -0.33 4.97 -2.47
C46 -1.37 4.07 -2.55
C47 -1.31 2.88 -1.84
N4 -0.29 2.56 -1.02
C48 0.71 3.44 -0.93
H38 -0.35 5.91 -3.00
H39 -2.23 4.28 -3.17
H40 -2.12 2.16 -1.91
H41 1.53 3.21 -0.26

spin multiplicity = 2
lowest unoccupied orbital energy (alpha / beta) = -10.34 / -9.74 eV
frontier orbital gap (alpha / beta) = 6.023 / 6.621 eV
HOMO (alpha / beta) = -16.366 / -16.362 eV
relative energy (zero: lowest compared OMol25 entry of this formula, charge and spin) = 20.46 kcal per mole
charge = +3